{
  "formula": "C6H12O5Si",
  "method": "ωB97M-V with the def2-TZVPD basis set",
  "charge": 0,
  "de_lowest_ev": 0.000,
  "energy_ev": -24534.3289,
  "homo_ev": -8.66,
  "elements": ["C", "C", "C", "C", "C", "C", "O", "O", "O", "O", "O", "Si", "H", "H", "H", "H", "H", "H", "H", "H", "H", "H", "H", "H"],
  "coordinates": [[-1.59222, -0.77805, -0.35473], [-0.23920, 2.96573, -0.61128], [-0.53676, -1.82567, -0.37270], [-0.65195, 3.00309, -2.05180], [-0.94762, 0.47489, 0.11622], [-0.83922, 1.55043, -0.62749], [-0.11765, -2.13185, 0.93670], [-1.35984, 1.74635, -1.96290], [1.72922, -0.57616, 2.34531], [2.33747, -1.95472, 0.23485], [1.59439, -3.02112, 2.63984], [1.32171, -1.90440, 1.50582], [-2.14701, -0.37202, -1.23292], [-2.33958, -1.22823, 0.45604], [0.81014, 3.21188, -0.37014], [-0.90694, 3.70325, -0.02628], [-0.91177, -2.67449, -0.91759], [0.38992, -1.36254, -0.94703], [-1.35573, 3.79403, -2.41810], [0.18179, 2.86113, -2.75600], [-0.35479, 0.33697, 1.04823], [2.21314, -0.56511, 3.14451], [2.25083, -1.27651, -0.43181], [1.47166, -3.97685, 2.65325]],
  "atomic_forces_ev_per_a": [[-2.4, 0.9, 2.0], [-1.1, 1.3, 1.5], [2.2, 1.2, -2.4], [-0.4, 0.2, -1.8], [0.9, -0.5, 1.7], [0.2, 1.4, -1.2], [-2.7, -0.1, -0.7], [0.3, -0.5, 1.7], [-1.4, 1.1, -1.3], [0.5, -0.4, -0.2], [0.3, -1.1, 0.5], [2.8, -0.3, 1.3], [0.4, -1.7, 0.0], [1.0, 1.4, -1.7], [-0.5, -0.6, 0.0], [1.0, -1.3, -0.6], [0.3, -0.8, 0.1], [-1.9, -1.2, 0.7], [0.8, -0.5, 0.4], [-0.2, 0.3, 0.1], [-0.6, 0.9, -0.6], [0.5, -0.3, 1.1], [0.2, 0.1, -0.1], [-0.1, 0.5, -0.4]]
}